DFT (ωB97M-V/def2-TZVPD) results for a 3-piece molecular cluster, CH9N6 overall in a non-equilibrium geometry.

Summary:
E_LUMO, eV: -2.987
HOMO energy, eV: -12.82
Net charge: +1
DFT total energy, eV: -10111.6481
ΔE to the lowest compared entry with this formula, charge and spin, eV: 4.743
Largest force on an atom, eV/A: 5.6

The geometry in XYZ format:
```
16
Properties=species:S:1:pos:R:3:forces:R:3:mulliken_charge:R:1
C -2.33910 -0.49964 -0.04963 5.179 2.037 -0.619 0.32
N 2.54503 0.51671 0.30177 -1.225 1.936 3.049 -0.48
N 3.10293 -0.45769 -0.12815 0.151 -2.898 -3.747 0.15
N -3.34231 -1.21908 0.12703 -1.479 -0.504 -0.789 -0.29
N 4.37149 -0.55341 -0.37310 1.793 -0.122 0.797 -0.37
N -1.28004 -0.01681 -0.17872 -1.717 -0.286 0.030 0.47
N -0.24230 0.70227 -0.43311 3.333 -2.237 -0.284 -0.66
H -4.10125 1.17174 0.37738 -0.687 0.522 0.128 -0.25
H -3.46037 -1.61985 1.00839 -0.958 -0.868 1.425 0.25
H -3.97905 -1.24283 -0.63765 -0.966 -0.658 -0.126 0.29
H 5.08902 -0.02318 0.12323 -0.319 0.283 -0.067 0.23
H 4.70860 -1.35651 -0.89527 -0.570 0.071 0.467 0.25
H 0.81739 0.24950 -0.32419 -2.817 1.455 0.131 0.44
H 3.15559 1.12653 0.88515 0.068 0.495 -0.788 0.19
H -0.29075 1.67573 -0.28086 -0.353 1.059 0.488 0.22
H -4.75489 1.54650 0.47772 0.568 -0.285 -0.096 0.23
```
Positions in Å, forces in eV/Å.

=====

DFT (ωB97M-V/def2-TZVPD) results for an isolated ion of composition C5H10NO3 and charge +1 in a non-equilibrium geometry.

Summary:
E_LUMO, eV: -3.333
SMILES: CC1=C(O)[C@@H](O)[NH2+][C@@H]1O
HOMO energy, eV: -13.60
Net charge: +1
DFT total energy, eV: -12971.3786
ΔE to the lowest compared entry with this formula, charge and spin, eV: 2.123
Largest force on an atom, eV/A: 4.9

The geometry in XYZ format:
```
19
Properties=species:S:1:pos:R:3:forces:R:3:mulliken_charge:R:1
C 0.61903 0.50339 -0.14828 -0.671 0.470 0.351 0.08
C -0.66864 0.82065 0.12031 -0.588 -0.098 0.661 0.51
C 0.83357 -0.95548 -0.29339 -0.473 -0.628 -1.004 -0.07
C -1.64103 -0.45266 0.27154 -0.768 2.558 2.245 0.10
C 1.90607 1.31369 -0.35312 -0.789 1.462 2.155 -1.37
N -0.75465 -1.58206 0.02810 2.820 -2.786 1.177 -0.33
O -1.31075 2.03982 0.34761 -1.190 -4.686 -0.515 -0.53
O 1.81899 -1.46463 0.50761 -1.100 -0.826 -0.969 -0.46
O -2.67396 -0.47180 -0.64095 2.470 -3.957 -0.587 -0.51
H 0.99846 -1.31271 -1.34815 0.013 0.259 1.142 0.35
H -2.10310 -0.53253 1.34903 1.174 0.302 -1.755 0.26
H 2.66156 0.67720 -0.78780 0.150 0.252 -0.541 0.37
H 2.37410 1.73975 0.62909 -0.984 -1.075 -1.388 0.32
H 1.63959 2.24002 -0.88451 0.515 -0.532 -0.408 0.39
H -1.07269 -2.23904 -0.72262 0.099 1.043 0.422 0.40
H -0.52225 -2.27081 0.87104 -1.087 2.082 -1.845 0.41
H -0.71758 2.73112 0.38115 2.208 2.477 0.031 0.33
H 1.81925 -1.04242 1.36324 0.046 0.465 0.612 0.40
H -3.20599 0.25851 -0.68992 -1.843 3.219 0.216 0.35
```
Positions in Å, forces in eV/Å.

=====

DFT (ωB97M-V/def2-TZVPD) results for a 11-piece molecular cluster, C55H70BNO31S4 overall in a non-equilibrium geometry.

Summary:
E_LUMO, eV: -4.728
HOMO energy, eV: -9.62
DFT total energy, eV: -167139.8762
Largest force on an atom, eV/A: 5.9

The geometry in XYZ format:
```
162
Properties=species:S:1:pos:R:3:forces:R:3:mulliken_charge:R:1
C 1.50329 -6.69409 -0.95095 0.281 -0.855 -0.668 -1.41
C 1.00634 -6.82173 -2.43115 -1.780 2.502 -0.164 1.02
C 1.40145 -5.56650 -3.29273 0.997 -0.676 -0.939 -1.15
C 2.84047 -5.69470 -3.83016 0.197 -0.770 0.487 -1.00
C 3.03139 -7.05961 -4.67130 -0.846 2.336 2.040 -0.58
C 2.71866 -8.29170 -3.75441 1.271 0.296 -1.770 1.73
N 1.43532 -8.12403 -2.97093 -1.452 -4.590 1.422 1.38
O 0.80651 -9.16249 -2.60614 3.047 4.727 -1.802 -0.34
C 3.84946 -8.59019 -2.74586 -0.118 0.752 0.309 -1.79
C 2.64301 -9.43464 -4.70526 -0.627 -2.032 -0.559 -0.84
C -0.52155 -6.85142 -2.50748 -0.386 -1.566 0.045 -1.75
H 0.78910 -7.17909 -0.28681 0.075 -0.099 -0.050 0.40
H 1.63681 -5.66213 -0.63218 -0.072 0.016 -0.344 0.32
H 2.45910 -7.21402 -0.89882 0.033 0.167 0.486 0.41
H 1.21543 -4.70250 -2.65520 0.464 -0.053 0.191 0.55
H 0.75758 -5.35914 -4.14907 -0.450 -0.732 0.062 0.37
H 3.41640 -5.68713 -2.90114 0.654 -0.496 -0.191 0.29
H 3.21775 -4.80343 -4.33037 -0.393 -0.107 -0.435 0.50
H 4.01860 -7.10600 -5.12981 0.260 -0.380 0.642 -0.21
H 2.38509 -7.03572 -5.54964 -0.464 -0.116 0.257 0.60
H 4.71675 -8.88346 -3.33670 0.028 0.141 0.022 0.19
H 3.62804 -9.39206 -2.04197 -0.269 -0.050 -0.144 0.36
H 4.07006 -7.67906 -2.18995 0.310 -0.139 0.084 0.54
H 3.55716 -9.72623 -5.22465 0.561 0.788 0.431 -0.05
H 1.97195 -9.26499 -5.54566 -0.433 -0.095 0.441 0.02
H 2.41719 -10.35903 -4.17274 -0.538 0.008 -0.180 0.08
H -0.79346 -7.08069 -3.53840 -0.178 0.386 -0.073 0.38
H -1.04597 -5.97121 -2.14222 0.431 0.106 0.000 0.38
H -0.84492 -7.74106 -1.96684 -0.365 0.310 0.310 0.52
O 3.04435 -10.90113 -13.79355 -0.075 -0.367 0.437 -0.55
C 2.77643 -11.45654 -12.76538 -0.297 0.656 0.065 0.80
O 3.60248 -11.71246 -11.75049 -0.542 -0.461 0.036 -0.30
B 2.82515 -12.35095 -10.65274 0.491 -0.334 -0.461 0.84
O 1.48004 -12.63032 -11.21086 1.081 0.325 1.550 -0.73
C 1.37008 -12.01240 -12.35467 -0.184 -1.546 -1.608 0.43
O 0.41411 -12.16842 -13.06426 0.021 1.040 -0.307 -0.55
O 2.77684 -11.42042 -9.52304 -0.200 -0.008 1.005 -0.98
C 3.08546 -12.04844 -8.40413 -0.123 1.174 1.373 -0.28
O 3.14195 -11.53636 -7.28941 -0.256 -0.715 -1.847 -0.03
C 3.47566 -13.49965 -8.75857 1.962 -0.470 -0.104 0.67
O 3.47857 -13.57610 -10.09415 -0.790 0.143 0.597 0.21
O 3.96265 -14.30310 -7.98508 -1.170 0.872 -0.938 -0.35
O 10.06884 -14.43946 -6.44125 -0.424 0.306 -0.595 -0.65
S 8.93937 -13.95822 -7.18869 -0.792 -0.538 -0.114 1.21
O 8.97942 -12.61195 -7.75209 -0.444 -1.695 0.349 -0.60
O 8.66166 -15.12690 -8.34383 0.022 1.788 1.794 -0.44
C 7.37614 -15.13366 -9.00503 0.969 -0.436 -2.043 0.35
C 7.69665 -15.64021 -10.40742 -0.819 -0.586 0.190 -1.24
C 7.43757 -14.22732 -6.16388 1.096 0.098 -0.990 -0.55
H 6.92786 -14.15199 -9.16287 0.153 0.211 0.629 0.24
H 6.65899 -15.84034 -8.58703 0.224 0.169 0.686 0.10
H 6.70343 -15.80378 -10.82978 0.164 0.237 -0.663 0.13
H 8.15489 -16.62958 -10.40605 0.175 0.061 0.316 0.41
H 8.31265 -14.95859 -10.98967 -0.259 0.087 0.049 0.33
H 6.56338 -14.20842 -6.81231 -0.001 0.171 0.139 -0.11
H 7.38273 -13.46244 -5.39308 0.128 -0.137 -0.054 0.36
H 7.60669 -15.23648 -5.79140 -0.128 0.120 0.237 0.45
O 8.94304 -9.21297 -5.86720 -2.300 -0.556 1.262 -0.64
S 7.64763 -9.63603 -5.31879 1.118 -0.147 -1.915 1.19
O 7.52787 -10.56046 -4.21578 0.044 1.274 -0.710 -0.56
O 6.79327 -8.27024 -4.91718 0.963 -1.985 0.170 -0.21
C 7.14012 -7.00153 -5.41727 -1.044 2.523 -0.265 -0.43
C 6.60595 -6.69632 -6.81306 -0.165 0.354 -0.092 -0.89
C 6.57350 -10.24348 -6.67125 0.000 0.390 0.062 -0.09
H 8.13970 -6.57205 -5.34517 0.571 -1.362 0.237 0.41
H 6.58901 -6.37226 -4.71359 -0.062 0.216 -0.011 0.33
H 5.52561 -6.53986 -6.82342 -0.227 -1.016 -0.069 0.16
H 6.98690 -7.41827 -7.53345 -0.374 0.048 -0.132 0.22
H 6.87456 -5.70406 -7.18090 0.829 -0.012 0.306 0.41
H 6.87227 -11.12999 -7.23086 0.712 -0.289 0.835 0.17
H 6.52520 -9.49802 -7.46416 -0.142 0.388 0.426 0.22
H 5.60406 -10.43187 -6.21217 -0.020 0.089 -0.118 -0.37
O 2.65781 -7.97400 -21.50837 0.490 -1.105 0.638 -0.58
S 3.08224 -7.43112 -20.25647 1.465 2.101 -0.299 1.07
O 2.27085 -6.35517 -19.75164 0.230 -0.610 0.635 -0.61
O 3.34882 -8.56931 -19.09301 -1.642 1.732 -3.132 -0.22
C 3.31947 -8.07918 -17.76822 2.529 -1.255 2.059 -0.52
C 3.03720 -9.29820 -16.92983 -1.099 0.144 0.628 -0.60
C 4.82206 -6.72814 -20.48622 -0.270 -1.698 1.093 -0.97
H 2.79471 -7.19321 -17.41541 -0.714 -0.090 -1.159 0.43
H 4.38024 -7.89746 -17.56773 0.067 0.569 0.200 0.29
H 3.72061 -10.12138 -17.12914 0.102 0.192 0.040 0.07
H 2.01682 -9.65599 -17.07934 -0.042 -0.029 -0.151 0.22
H 3.07155 -8.98573 -15.88514 0.267 -0.290 0.116 0.39
H 5.20007 -6.25956 -19.57722 -0.769 0.607 0.021 0.33
H 4.95724 -6.12051 -21.37696 -0.475 -0.088 0.077 0.35
H 5.48537 -7.59508 -20.47858 -0.173 -0.245 -0.748 0.34
O 3.31166 -19.54924 -10.08600 -0.447 0.006 0.654 -0.64
S 4.27007 -18.57284 -9.67395 1.259 1.250 0.014 1.13
O 5.62993 -19.00652 -9.37506 -1.856 1.022 -0.437 -0.61
O 4.34544 -17.51124 -10.92974 0.689 -1.235 2.164 -0.21
C 3.15464 -16.87956 -11.35757 0.532 1.489 -2.146 0.17
C 3.60563 -16.35602 -12.78177 -1.509 -0.301 0.804 -1.22
C 3.66590 -17.48336 -8.22341 0.043 -1.591 -1.475 -0.75
H 2.85749 -16.05243 -10.71119 0.332 0.028 0.167 -0.04
H 2.28107 -17.51966 -11.48348 0.333 -0.489 0.114 0.37
H 2.80188 -15.72267 -13.16201 -0.060 -0.033 -0.182 0.41
H 3.67658 -17.24429 -13.40838 0.178 0.157 -0.163 0.47
H 4.52279 -15.77124 -12.83076 0.097 -0.203 0.546 0.07
H 3.35222 -18.25558 -7.52192 0.304 0.170 0.294 0.49
H 2.77526 -16.92170 -8.49959 0.195 0.021 -0.282 0.31
H 4.47795 -16.83811 -7.89968 -0.050 -0.210 -0.039 0.06
C -0.33846 -11.70905 -19.43909 0.049 -0.851 -1.269 -0.24
C -1.47639 -11.19938 -19.01948 0.406 0.939 -0.074 -0.51
C -1.68153 -10.93809 -17.59772 -0.649 -0.253 0.112 0.47
O -2.66093 -10.34024 -17.20861 -0.054 0.237 0.367 -0.49
C -0.66259 -11.48479 -16.67992 1.541 -0.668 0.129 0.09
C 0.42301 -12.14957 -17.12358 0.284 -0.028 -0.442 -0.73
C 0.73296 -12.29312 -18.58478 -1.241 0.974 -0.316 0.23
O 1.73119 -12.74028 -19.09539 0.194 -0.274 0.713 -0.57
H -0.29008 -11.76867 -20.51870 0.852 -0.220 -0.050 0.36
H -2.09223 -10.74939 -19.78555 -0.644 -0.077 0.411 0.38
H -0.72499 -11.33892 -15.60970 -0.475 0.106 0.061 0.51
H 1.19602 -12.56660 -16.49200 -0.156 0.120 0.436 0.50
C 3.25988 -12.83391 -1.95484 0.540 -0.645 -0.319 -0.49
C 4.33499 -12.91214 -2.75772 0.776 0.746 1.939 -0.51
C 4.29564 -12.90010 -4.21882 -0.365 -0.557 -1.081 0.33
O 5.19349 -12.80639 -5.04420 -0.245 0.167 1.543 -0.16
C 2.91994 -13.01534 -4.70725 -1.127 -0.155 -0.357 0.17
C 1.83110 -12.99153 -3.92601 -0.344 0.141 -0.799 -0.31
C 1.88114 -12.93327 -2.46669 -1.542 0.902 1.721 0.22
O 0.87846 -12.86340 -1.72005 2.189 -0.278 -1.797 -0.63
H 3.48146 -12.79264 -0.89773 -0.532 0.010 0.168 0.46
H 5.22963 -12.85834 -2.15099 0.692 -0.072 -0.802 0.42
H 2.83255 -13.05368 -5.78290 -0.019 0.076 0.016 0.12
H 0.85673 -12.88806 -4.38439 -0.173 -0.386 0.041 0.41
C -4.47725 -10.46576 -14.69313 -0.065 -0.718 0.234 -0.44
C -3.88145 -9.30498 -14.36634 -1.264 -0.175 -1.991 -0.27
C -2.81359 -9.13188 -13.39856 -0.114 -0.280 0.549 0.22
O -2.41554 -8.05347 -13.01227 0.095 -0.038 -0.293 -0.61
C -2.31545 -10.40800 -12.91342 0.578 -2.591 0.835 -0.08
C -2.89356 -11.60550 -13.15414 -0.157 0.123 -1.753 -0.43
C -4.06924 -11.78152 -14.11036 -0.015 0.075 1.769 0.50
O -4.63154 -12.86699 -14.27065 0.941 1.926 -0.189 -0.60
H -5.29777 -10.59790 -15.38535 0.059 0.612 -0.331 0.40
H -4.10520 -8.44912 -14.98966 -0.329 0.317 0.357 0.42
H -1.40183 -10.51144 -12.34406 0.109 0.705 0.123 0.47
H -2.41499 -12.55442 -12.95248 0.159 0.110 0.688 0.39
C 5.76565 -12.02577 -15.46357 -1.860 -3.728 -0.251 -0.09
C 5.75881 -12.99496 -14.51486 -0.283 1.900 -0.604 -0.40
C 6.22589 -12.66474 -13.15680 0.834 -1.090 1.307 0.48
O 6.51935 -13.57005 -12.37456 -0.587 1.138 -0.601 -0.48
C 6.43012 -11.22307 -12.82280 -1.178 0.758 -1.790 -0.30
C 6.36287 -10.34590 -13.85084 0.046 0.974 1.462 -0.54
C 6.07090 -10.66136 -15.23762 2.219 -0.056 -0.507 0.43
O 6.30305 -9.90236 -16.16596 -0.651 0.346 0.475 -0.65
H 5.38483 -12.32578 -16.43129 0.159 0.281 -0.288 0.39
H 5.32175 -13.96900 -14.67882 0.452 -0.208 -0.121 0.44
H 6.36528 -10.86247 -11.80701 0.709 -0.326 0.171 0.37
H 6.48528 -9.27232 -13.77576 0.066 0.094 0.729 0.33
C -3.04533 -9.01116 -7.61862 -1.661 -0.352 1.390 -0.30
C -2.52729 -9.20312 -6.40436 1.116 0.468 0.028 -0.75
C -1.03730 -9.25857 -6.20820 -1.128 -0.881 -0.155 0.21
O -0.50729 -9.27537 -5.11871 0.027 0.457 0.664 -0.32
C -0.29989 -9.49500 -7.42864 -0.255 0.050 -2.562 -0.04
C -0.88205 -9.35220 -8.65115 1.820 -1.134 0.910 -0.35
C -2.29276 -9.03919 -8.87342 0.153 0.658 -0.066 0.13
O -2.76782 -8.84849 -9.97010 -0.024 -0.211 0.414 -0.48
H -4.12604 -8.95437 -7.60929 -0.106 0.138 -0.688 0.39
H -3.12546 -9.30082 -5.50928 -0.126 0.198 -0.002 0.44
H 0.68714 -9.93791 -7.41683 0.244 0.290 0.372 0.41
H -0.29735 -9.69750 -9.49347 -0.071 0.342 -0.319 0.62
```
Positions in Å, forces in eV/Å.

=====

- The highest largest force on an atom belongs to which entry?
  C55H70BNO31S4